Record 1
Below is C8H11O2PS in the gas phase in a non-equilibrium geometry, with properties calculated with ωB97M-V/def2-TZVPD.

Its spin multiplicity is 1. For the HOMO energy, the calculation gives -8.579 eV. The gap between HOMO and LUMO comes out at 9.34 eV. Its LUMO energy is 0.8 eV. As for the relative energy (zero: lowest compared OMol25 entry of this formula, charge and spin): 41.9 kcal/mol. For the calculated total energy, the calculation gives -32690.9651 eV.

The geometry in XYZ format:
```
23
Properties=species:S:1:pos:R:3:lowdin_charge:R:1
C -0.647 -1.344 1.716 -0.053
C -1.342 -0.149 1.543 -0.049
C 0.277 -1.845 0.761 -0.003
C -0.966 0.662 0.540 -0.279
C 0.560 -1.034 -0.343 -0.326
C 0.048 0.230 -0.333 -0.144
C -2.320 2.644 1.075 -0.022
C 2.282 -2.400 -1.341 -0.062
O -1.424 1.935 0.132 -0.154
O 1.462 -1.229 -1.337 -0.153
P 0.889 1.444 -1.715 0.311
S 0.508 1.431 -3.538 0.164
H -0.988 -2.110 2.335 0.086
H -2.183 0.113 2.245 0.127
H 0.844 -2.736 0.894 0.094
H -2.875 1.824 1.532 0.063
H -2.936 3.330 0.371 0.126
H -1.818 3.226 1.794 0.065
H 2.878 -2.392 -0.383 0.109
H 2.993 -2.288 -2.186 0.100
H 1.802 -3.376 -1.493 0.094
H 2.194 1.466 -1.266 -0.036
H 0.762 2.597 -1.003 -0.056
```



Record 2
Below is C8H12 in the gas phase in a non-equilibrium geometry, with properties calculated with ωB97M-V/def2-TZVPD.

Its spin multiplicity is 1. For the HOMO energy, the calculation gives -9.612 eV. The gap between HOMO and LUMO comes out at 10.64 eV. Its LUMO energy is 1.0 eV. As for the relative energy (zero: lowest compared OMol25 entry of this formula, charge and spin): 87.4 kcal/mol. For the calculated total energy, the calculation gives -8485.7933 eV.

The geometry in XYZ format:
```
20
Properties=species:S:1:pos:R:3:lowdin_charge:R:1
C -0.370 -1.432 -2.362 0.119
C -0.281 -1.071 -1.264 -0.186
C 0.284 -0.516 2.534 -0.051
C 0.333 -1.051 1.346 -0.025
C 1.650 1.154 -0.938 -0.107
C -1.880 -0.055 0.282 -0.062
C 0.210 1.166 -0.515 -0.227
C -0.436 -0.219 -0.152 -0.421
H 0.105 -2.036 -3.170 0.069
H 0.646 -1.014 3.448 0.059
H -0.079 0.428 2.913 0.054
H 0.806 -1.987 1.024 0.086
H 1.809 2.057 -1.625 0.107
H 1.795 0.215 -1.477 0.071
H 2.243 1.210 -0.098 0.036
H -1.872 0.420 1.321 0.102
H -2.258 -1.063 0.384 0.082
H -2.496 0.335 -0.457 0.061
H 0.001 1.974 0.255 0.135
H -0.213 1.484 -1.449 0.097
```



Record 3
Below is a molecular structure, C8H12 in a non-equilibrium geometry, with properties calculated with ωB97M-V/def2-TZVPD.

Its spin multiplicity is 1. For the HOMO energy, the calculation gives -7.838 eV. The gap between HOMO and LUMO comes out at 8.84 eV. Its LUMO energy is 1.0 eV. As for the relative energy (zero: lowest compared OMol25 entry of this formula, charge and spin): 53.9 kcal/mol. For the calculated total energy, the calculation gives -8487.2431 eV.

The geometry in XYZ format:
```
20
Properties=species:S:1:pos:R:3:lowdin_charge:R:1
C 0.346 -1.402 0.639 -0.020
C -1.678 0.164 -0.020 -0.130
C -0.522 -0.204 0.294 -0.283
C 1.492 -0.398 0.278 -0.215
C 0.576 0.615 0.055 -0.195
C -3.049 -0.479 -0.033 -0.089
C 2.847 -0.711 -0.063 -0.074
C 0.488 2.064 -0.332 0.002
H 0.390 -1.586 1.718 0.113
H 0.144 -2.262 0.084 0.087
H -1.840 1.214 -0.433 0.114
H -3.771 -0.065 0.792 0.110
H -2.995 -1.509 -0.007 0.023
H -3.429 -0.323 -1.082 0.083
H 2.881 -1.448 -0.905 0.095
H 3.532 -1.000 0.782 0.093
H 3.196 0.261 -0.574 0.103
H -0.502 2.201 -0.649 0.035
H 1.147 2.314 -1.112 0.067
H 0.747 2.553 0.568 0.082
```



Record 4
Below is a molecular structure, C8H12 in a non-equilibrium geometry, with properties calculated with ωB97M-V/def2-TZVPD.

Its spin multiplicity is 1. For the HOMO energy, the calculation gives -7.265 eV. The gap between HOMO and LUMO comes out at 7.53 eV. Its LUMO energy is 0.3 eV. As for the relative energy (zero: lowest compared OMol25 entry of this formula, charge and spin): 98.7 kcal/mol. For the calculated total energy, the calculation gives -8485.3037 eV.

The geometry in XYZ format:
```
20
Properties=species:S:1:pos:R:3:lowdin_charge:R:1
C 1.834 -0.149 1.229 -0.027
C 0.491 -0.561 0.614 -0.331
C -0.070 -1.927 1.045 -0.072
C -0.236 -0.408 -1.162 0.059
C -0.390 0.308 -0.073 -0.316
C -1.224 1.338 0.558 -0.108
C -1.777 2.386 -0.066 0.032
C 0.781 -0.582 -2.229 -0.102
H 2.670 -0.142 0.545 0.069
H 1.873 -0.700 2.157 0.067
H 1.630 0.875 1.567 0.074
H -1.158 -1.879 0.939 0.074
H 0.168 -2.259 2.061 0.066
H 0.220 -2.722 0.346 0.071
H -1.434 1.193 1.614 0.107
H -1.822 2.431 -1.153 0.065
H -2.295 3.185 0.448 0.051
H 0.385 -0.458 -3.242 0.066
H 1.215 -1.593 -2.148 0.074
H 1.641 0.090 -2.172 0.081
```



Record 5
Below is C8H12 in the gas phase in a non-equilibrium geometry, with properties calculated with ωB97M-V/def2-TZVPD.

Its spin multiplicity is 1. For the HOMO energy, the calculation gives -6.316 eV. The gap between HOMO and LUMO comes out at 4.43 eV. Its LUMO energy is -1.9 eV. As for the relative energy (zero: lowest compared OMol25 entry of this formula, charge and spin): 156.6 kcal/mol. For the calculated total energy, the calculation gives -8482.7915 eV.

The geometry in XYZ format:
```
20
Properties=species:S:1:pos:R:3:lowdin_charge:R:1
C 0.560 1.843 -0.456 -0.063
C 0.390 0.894 0.820 -0.178
C 1.225 -0.363 0.449 -0.367
C 2.641 -0.153 0.437 0.085
C -1.028 -1.862 0.066 -0.039
C 0.582 -1.451 -0.051 0.013
C -2.258 0.343 -0.478 -0.035
C -2.079 -1.108 -0.329 -0.208
H -0.283 1.494 -1.046 0.034
H 0.365 2.904 -0.287 0.070
H 1.549 1.513 -0.759 0.049
H -0.648 0.547 0.890 0.051
H 0.790 1.408 1.699 0.105
H 3.144 0.247 1.295 0.052
H 3.233 -0.738 -0.258 0.055
H -0.970 -2.924 0.178 0.068
H 0.990 -2.285 -0.624 0.091
H -2.633 0.790 0.431 0.059
H -2.546 0.593 -1.479 0.039
H -3.025 -1.691 -0.497 0.118
```



Record 6
Below is a molecular structure, C8H12AsAuN2O7S2 in a non-equilibrium geometry, with properties calculated with ωB97M-V/def2-TZVPD.

Its spin multiplicity is 1. For the HOMO energy (alpha / beta), the calculation gives -9.020 / -9.020 eV. The gap between HOMO and LUMO (alpha / beta) comes out at 4.86 / 4.87 eV. Its LUMO energy (alpha / beta) is -4.2 / -4.1 eV. As for the relative energy (zero: lowest compared OMol25 entry of this formula, charge and spin): 72.7 kcal/mol. For the calculated total energy, the calculation gives -111999.7628 eV.

The geometry in XYZ format:
```
33
Properties=species:S:1:pos:R:3:lowdin_charge:R:1
Au 0.299 -1.600 1.079 1.183
O -1.963 -2.354 -1.491 -0.296
As -0.173 -2.330 -1.845 0.832
O -0.095 -3.288 -3.130 -0.420
O 0.334 -2.906 -0.366 -0.525
C -0.133 -0.422 -2.230 -0.317
C -1.262 0.200 -2.741 -0.096
C -1.186 1.549 -3.056 -0.078
C -0.007 2.255 -2.878 -0.071
C 1.119 1.626 -2.364 -0.055
C 1.023 0.285 -2.065 -0.315
S 2.397 -0.686 -1.393 0.470
O 3.614 -0.005 -1.722 -0.267
O 2.208 -1.987 -1.985 -0.326
O 2.136 -0.611 0.067 -0.404
H -2.232 -3.263 -1.659 0.029
H -2.175 -0.365 -2.875 0.111
H -2.067 2.051 -3.430 0.107
H 0.044 3.301 -3.140 0.106
H 2.057 2.136 -2.211 0.117
N -2.025 1.183 2.904 0.135
C -0.956 1.408 2.147 -0.899
N 0.011 2.214 2.576 0.140
S -0.965 0.869 0.530 0.817
H -2.014 1.373 3.895 0.124
H -2.703 0.525 2.558 0.110
H 0.106 2.417 3.559 0.123
H 0.844 2.276 2.012 0.118
C 0.779 -1.192 3.884 -0.204
O 0.186 -0.608 2.774 -0.489
H 0.008 -1.685 4.492 0.082
H 1.268 -0.422 4.492 0.080
H 1.526 -1.941 3.609 0.079
```